{
  "formula": "C36H39N3O3ReTe",
  "method": "ωB97M-V/def2-TZVPD",
  "energy_ev": -57981.525,
  "total_charge": 2,
  "relative_energy_kj_mol": 113.5,
  "homo_ev": [-13.36, -13.47],
  "multiplicity": 2,
  "elements": ["Re", "C", "C", "N", "O", "C", "C", "N", "O", "H", "H", "H", "H", "H", "H", "H", "C", "C", "C", "C", "C", "C", "Te", "N", "C", "O", "C", "C", "C", "C", "C", "C", "C", "C", "C", "C", "C", "C", "C", "C", "C", "C", "C", "C", "H", "H", "H", "H", "H", "H", "H", "H", "H", "H", "H", "H", "H", "H", "H", "H", "H", "H", "H", "H", "H", "H", "H", "H", "H", "H", "H", "C", "C", "C", "C", "C", "C", "C", "H", "H", "H", "H", "H"],
  "xyz": [[-2.44960, 2.75153, -1.01423], [-1.56285, 6.83539, 0.11954], [-2.19130, 5.52228, -0.20068], [-1.48084, 4.45804, -0.55872], [-0.11627, 4.54276, -0.62198], [-3.61025, 5.26847, -0.21037], [-4.72198, 6.25482, -0.15473], [-3.75178, 3.97896, -0.36888], [-4.56748, 3.12663, -0.96297], [-0.99117, 7.22132, -0.72785], [-0.89630, 6.75456, 0.98475], [-2.32517, 7.56664, 0.37444], [0.16366, 5.34862, -0.15772], [-4.57487, 7.04946, -0.88625], [-4.78361, 6.71054, 0.83475], [-5.66695, 5.75786, -0.36275], [2.30345, -7.43169, -2.91159], [1.58506, -6.29725, -2.24059], [0.84707, -5.37744, -2.97264], [0.16737, -4.32292, -2.37333], [-0.67412, -3.43126, -3.24747], [0.28466, -4.19191, -0.98552], [-0.63225, -2.60815, 0.04909], [-0.41411, -1.15760, -1.35563], [-0.85371, -0.01200, -1.07295], [-1.41170, 0.32933, 0.12118], [-0.90856, 1.06134, -2.13454], [-2.13250, 1.26596, -2.81529], [-2.16156, 2.16684, -3.91611], [-1.01741, 2.82765, -4.29793], [0.20116, 2.57964, -3.63794], [0.26376, 1.70620, -2.58197], [0.92396, -2.00117, 1.31213], [2.23218, -1.84554, 0.84367], [2.66882, -2.08630, -0.57722], [3.19596, -1.47453, 1.77845], [2.89597, -1.28917, 3.12167], [3.96376, -0.93014, 4.11282], [1.57554, -1.44836, 3.53871], [0.57013, -1.79863, 2.65468], [-0.84339, -1.93707, 3.15850], [0.94927, -5.14369, -0.19823], [0.96888, -5.12900, 1.30945], [1.59911, -6.17738, -0.85525], [2.27268, -7.33814, -3.99499], [1.84836, -8.38518, -2.63940], [3.34692, -7.46873, -2.59823], [0.77317, -5.49435, -4.04741], [-0.97051, -3.97247, -4.14375], [-0.13261, -2.53694, -3.55156], [-1.59118, -3.11086, -2.74722], [-2.96887, 0.59011, -2.64703], [-3.08701, 2.30451, -4.45999], [-1.04506, 3.51247, -5.13433], [1.09926, 3.07925, -3.97457], [1.20173, 1.50414, -2.08006], [1.91925, -1.79129, -1.30981], [2.88885, -3.14417, -0.73548], [3.58039, -1.52774, -0.78365], [4.21777, -1.34347, 1.44124], [4.89287, -0.65264, 3.61901], [4.17069, -1.77823, 4.76788], [3.64615, -0.10447, 4.75079], [1.32396, -1.28818, 4.58075], [-0.89587, -1.68811, 4.21575], [-1.21926, -2.95820, 3.05112], [-1.52595, -1.26704, 2.62933], [0.03268, -4.76110, 1.74301], [1.78233, -4.52024, 1.70613], [1.09730, -6.14282, 1.68363], [2.11625, -6.92464, -0.26391], [-1.50994, 1.76582, 0.30146], [-0.80730, 2.19880, 1.51372], [-1.32250, 3.25814, 2.26988], [-0.62342, 3.74409, 3.35805], [0.60925, 3.19312, 3.69338], [1.12213, 2.13904, 2.95324], [0.41154, 1.62642, 1.87741], [-2.29442, 3.66337, 2.01795], [-1.04053, 4.54313, 3.95683], [1.16154, 3.57844, 4.54004], [2.07888, 1.70734, 3.21378], [0.82042, 0.79716, 1.31452]],
  "forces_ev_per_a": [[0.27, -0.70, -0.27], [0.01, -0.02, 0.00], [0.11, -0.08, 0.00], [-0.05, 0.23, 0.12], [0.00, 0.00, -0.03], [-0.01, -0.04, 0.03], [0.00, 0.02, 0.01], [0.15, -0.13, 0.04], [0.02, 0.09, 0.09], [0.00, 0.00, 0.01], [-0.01, -0.01, 0.00], [-0.01, 0.00, -0.01], [0.00, 0.00, 0.00], [0.00, 0.00, 0.00], [-0.01, 0.01, 0.00], [0.00, 0.00, 0.00], [-0.01, 0.01, 0.00], [0.02, -0.02, -0.03], [0.01, -0.01, 0.02], [-0.02, 0.01, 0.03], [-0.02, 0.02, 0.01], [0.00, -0.03, -0.05], [0.02, 0.12, -0.09], [0.06, -0.19, 0.06], [-0.54, 0.12, -0.07], [0.59, 0.61, -0.24], [-0.02, -0.03, 0.17], [0.15, 0.06, -0.11], [0.05, -0.06, 0.07], [-0.03, -0.06, 0.06], [-0.03, 0.04, -0.07], [-0.04, -0.07, 0.04], [-0.04, 0.04, -0.02], [0.01, 0.02, 0.00], [0.00, 0.00, 0.00], [0.00, -0.01, 0.00], [-0.03, 0.02, 0.01], [0.01, 0.00, 0.01], [0.05, 0.02, 0.01], [-0.04, 0.00, 0.00], [0.00, -0.01, -0.03], [0.00, 0.00, -0.02], [-0.01, 0.01, 0.01], [0.00, 0.01, 0.03], [0.00, 0.00, 0.00], [0.00, 0.00, 0.00], [0.00, 0.00, 0.00], [0.00, 0.00, 0.00], [0.01, -0.02, 0.01], [-0.01, 0.01, 0.00], [0.01, 0.00, -0.01], [-0.03, 0.04, 0.06], [-0.01, -0.01, 0.01], [0.00, -0.01, -0.01], [0.01, 0.00, 0.00], [-0.02, 0.02, -0.01], [0.00, -0.01, 0.00], [0.00, 0.00, -0.01], [0.00, 0.00, 0.01], [0.00, 0.00, 0.00], [0.00, 0.00, 0.00], [0.00, 0.00, 0.00], [0.00, 0.00, 0.00], [0.00, 0.00, 0.00], [0.01, 0.00, 0.01], [0.00, 0.01, 0.00], [0.00, 0.00, 0.00], [0.00, 0.01, 0.00], [0.00, 0.00, 0.00], [0.00, 0.00, -0.01], [0.00, 0.00, 0.00], [-0.47, 0.10, 0.13], [-0.20, -0.03, 0.05], [-0.03, -0.09, -0.07], [0.06, 0.02, 0.05], [-0.03, 0.03, 0.01], [-0.02, -0.06, -0.06], [0.05, 0.02, 0.06], [-0.02, 0.00, 0.01], [0.00, 0.00, 0.00], [0.00, 0.01, 0.00], [0.02, -0.01, 0.01], [0.01, -0.03, -0.02]]
}

{
  "formula": "C39H84N5O6",
  "method": "ωB97M-V/def2-TZVPD",
  "energy_ev": -61535.602,
  "total_charge": 1,
  "homo_ev": -10.91,
  "elements": ["C", "C", "C", "C", "C", "C", "C", "C", "C", "C", "C", "C", "C", "C", "C", "C", "C", "C", "C", "O", "C", "C", "N", "O", "C", "C", "C", "C", "C", "C", "H", "H", "H", "H", "H", "H", "H", "H", "H", "H", "H", "H", "H", "H", "H", "H", "H", "H", "H", "H", "H", "H", "H", "H", "H", "H", "H", "H", "H", "H", "H", "H", "H", "H", "H", "H", "H", "H", "H", "H", "H", "H", "H", "H", "H", "H", "H", "H", "H", "H", "H", "H", "H", "H", "H", "H", "C", "C", "O", "N", "C", "H", "H", "H", "H", "H", "H", "H", "C", "C", "O", "N", "C", "H", "H", "H", "H", "H", "H", "H", "C", "C", "O", "N", "C", "H", "H", "H", "H", "H", "H", "H", "C", "C", "O", "N", "C", "H", "H", "H", "H", "H", "H", "H"],
  "xyz": [[-6.24703, 7.77475, 3.14063], [-7.65019, 7.14009, 3.17403], [-7.60174, 5.63834, 3.44793], [-6.80632, 4.82915, 2.38757], [-7.61776, 3.65631, 1.80778], [-7.28506, 2.27786, 2.40010], [-7.17231, 2.24100, 3.93737], [-6.05585, 1.30820, 4.43265], [-4.64728, 1.83051, 4.15088], [-3.54972, 1.02071, 4.85698], [-3.75331, -0.48763, 4.72629], [-3.59902, -0.97937, 3.27715], [-3.10089, -2.42780, 3.21728], [-2.63114, -2.92805, 1.85025], [-3.72401, -2.91357, 0.77035], [-3.79474, -1.59706, -0.02712], [-3.01630, -1.68155, -1.35770], [-1.49327, -1.59540, -1.13764], [-0.63970, -0.97227, -2.27182], [-1.41811, -0.60364, -3.40585], [-1.82826, 0.74596, -3.44868], [-1.79526, 1.51043, -2.12751], [-0.50482, 1.34135, -1.37840], [-0.72023, 1.33243, 0.00215], [0.29142, 0.16912, -1.88378], [1.51672, -0.17737, -1.02527], [1.28391, -0.94979, 0.27808], [2.55060, -0.92058, -1.88574], [3.28753, -0.01745, -2.90440], [4.70459, -0.55760, -3.12431], [-5.58563, 7.26612, 3.84449], [-6.30512, 8.83282, 3.39161], [-5.83088, 7.67691, 2.13795], [-8.20602, 7.61179, 3.98804], [-8.16758, 7.35279, 2.23546], [-8.62766, 5.26514, 3.50229], [-7.16206, 5.48928, 4.43907], [-6.54143, 5.51364, 1.57959], [-5.89742, 4.44925, 2.85977], [-8.69099, 3.84611, 1.87699], [-7.40454, 3.60192, 0.73451], [-8.10184, 1.60903, 2.11498], [-6.38301, 1.87481, 1.93136], [-8.10897, 1.83518, 4.32861], [-7.05730, 3.23796, 4.36776], [-6.21229, 0.35907, 3.90840], [-6.19598, 1.17843, 5.50932], [-4.47472, 1.87438, 3.07020], [-4.60981, 2.87036, 4.49634], [-3.54970, 1.30286, 5.91300], [-2.57545, 1.28633, 4.43437], [-3.04071, -1.01559, 5.36414], [-4.76437, -0.72742, 5.06575], [-4.57503, -0.93485, 2.78356], [-2.89599, -0.32823, 2.74315], [-2.25033, -2.52288, 3.90076], [-3.90342, -3.07433, 3.58529], [-1.74161, -2.38790, 1.51037], [-2.31068, -3.96249, 2.01195], [-3.57466, -3.72968, 0.05831], [-4.69060, -3.10892, 1.24308], [-3.43961, -0.74426, 0.55839], [-4.82802, -1.36245, -0.29904], [-3.24236, -2.65196, -1.80195], [-3.40696, -0.90504, -2.01646], [-1.14335, -2.62243, -1.01236], [-1.30751, -1.12048, -0.17522], [0.02920, -1.75797, -2.62181], [-2.84648, 0.78758, -3.83899], [-1.19575, 1.28062, -4.17102], [-1.94847, 2.56881, -2.33767], [-2.58515, 1.18928, -1.44993], [0.08087, 2.16134, -1.57197], [-0.53573, 2.23346, 0.31225], [0.70336, 0.54265, -2.82859], [1.98545, 0.78101, -0.76424], [0.45743, -0.59128, 0.88439], [1.11966, -2.00748, 0.05041], [2.20920, -0.92339, 0.85362], [3.31035, -1.28858, -1.19458], [2.10534, -1.78971, -2.37760], [2.74434, -0.05048, -3.85405], [3.31921, 0.98370, -2.46706], [4.65107, -1.55500, -3.56267], [5.23159, -0.60586, -2.17264], [5.23023, 0.09863, -3.82060], [5.51248, -3.99004, 1.32724], [4.91647, -2.60746, 1.38612], [4.69471, -1.95286, 0.37193], [4.62783, -2.09934, 2.60900], [4.81761, -2.72356, 3.90622], [5.68570, -4.25869, 0.29030], [6.46444, -4.02418, 1.85771], [4.83382, -4.72198, 1.76546], [4.23759, -1.17044, 2.58216], [3.86201, -2.80991, 4.42484], [5.48860, -2.11977, 4.51831], [5.24401, -3.71426, 3.79490], [10.05990, -6.56043, 1.12634], [8.90017, -5.89613, 0.42197], [7.79868, -6.41742, 0.35872], [9.12773, -4.68186, -0.14901], [10.36028, -3.91788, -0.17547], [9.71806, -7.51156, 1.52220], [10.88155, -6.74227, 0.43299], [10.41884, -5.94323, 1.95085], [8.31809, -4.29373, -0.60714], [10.21361, -2.94758, 0.30207], [10.67694, -3.74908, -1.20574], [11.14966, -4.44644, 0.34777], [2.46743, 4.20489, -2.93668], [1.57041, 4.52815, -1.76789], [1.15460, 3.63725, -1.01200], [1.24691, 5.80960, -1.55745], [1.65998, 6.97391, -2.32737], [2.63851, 3.13232, -2.95982], [2.00435, 4.50926, -3.87588], [3.42883, 4.70749, -2.83464], [0.64980, 5.95858, -0.75728], [2.20401, 7.66594, -1.68582], [0.78443, 7.48532, -2.72527], [2.30067, 6.68266, -3.15147], [3.51242, -5.08143, -7.79626], [4.72480, -4.26879, -7.40427], [5.85689, -4.62008, -7.67600], [4.50653, -3.10622, -6.72276], [3.24499, -2.52653, -6.31145], [3.85312, -5.96569, -8.32534], [2.95187, -5.39283, -6.91383], [2.85667, -4.50843, -8.45312], [5.35502, -2.61332, -6.49228], [3.13393, -1.53719, -6.76089], [3.22846, -2.42461, -5.22343], [2.41208, -3.14985, -6.61890]],
  "forces_ev_per_a": [[-0.46, -0.23, -0.23], [0.47, 0.11, 0.45], [0.06, 0.03, -0.20], [-0.79, 0.12, 0.41], [0.55, -0.17, -0.48], [-0.45, 0.24, 0.22], [0.00, -0.43, -0.10], [-0.30, 0.51, -0.40], [-0.15, 0.16, 0.13], [-0.30, 0.01, -0.14], [0.00, 0.11, -0.33], [0.03, -0.33, 0.26], [0.25, 0.40, -0.09], [-0.36, -0.53, 0.09], [0.05, 0.43, 0.12], [-0.14, -0.25, -0.59], [0.02, 0.18, 0.58], [-0.21, -0.18, 0.07], [-0.01, -0.42, 0.25], [-0.11, 0.17, 0.16], [0.52, 0.22, -0.29], [-0.64, -0.34, 0.10], [0.20, 0.61, -0.66], [-0.19, -0.18, 0.16], [0.16, -0.66, -0.02], [-0.05, 0.19, 0.27], [0.05, -0.40, -0.27], [0.31, 0.48, 0.07], [-0.23, -1.11, 0.44], [-0.41, 0.49, -0.28], [0.05, 0.13, 0.04], [0.15, 0.01, -0.04], [0.23, 0.06, 0.06], [-0.18, -0.01, -0.14], [-0.10, -0.03, 0.05], [0.05, -0.06, 0.04], [-0.05, 0.02, 0.00], [0.18, -0.09, 0.00], [0.16, 0.06, -0.30], [0.04, 0.11, 0.16], [-0.12, -0.06, 0.00], [0.17, -0.15, -0.10], [0.09, 0.13, 0.08], [-0.04, 0.21, 0.08], [0.09, -0.04, -0.05], [0.06, -0.13, 0.34], [0.13, -0.27, -0.03], [0.02, -0.12, 0.02], [0.12, -0.02, -0.02], [0.08, -0.05, 0.01], [0.04, 0.05, 0.15], [-0.03, 0.03, 0.04], [0.22, -0.19, 0.21], [0.14, 0.26, -0.21], [-0.07, 0.01, -0.03], [-0.12, -0.07, 0.10], [0.12, -0.11, 0.03], [-0.07, 0.09, 0.10], [0.07, 0.03, -0.13], [0.04, -0.01, 0.05], [0.05, -0.01, 0.06], [0.04, -0.07, 0.05], [-0.05, -0.13, 0.16], [-0.14, 0.19, -0.31], [0.22, -0.05, -0.15], [0.11, 0.07, 0.13], [0.04, 0.25, -0.16], [-0.06, 0.07, -0.23], [-0.03, 0.00, 0.10], [-0.03, -0.02, 0.00], [0.10, 0.02, 0.13], [0.13, -0.15, 0.05], [0.43, 0.36, 0.25], [0.18, 0.08, -0.09], [-0.13, 0.17, 0.04], [-0.13, 0.03, 0.01], [0.07, 0.09, 0.02], [-0.14, 0.03, 0.06], [-0.03, 0.08, 0.01], [-0.15, -0.16, 0.02], [0.06, -0.03, 0.03], [0.04, 0.52, -0.02], [0.03, 0.15, -0.36], [0.13, -0.04, 0.09], [0.12, -0.06, -0.07], [0.21, -0.13, 0.06], [-0.01, 0.07, -0.09], [0.03, -0.04, -0.06], [-0.01, 0.07, 0.07], [-0.01, -0.08, -0.05], [-0.09, 0.24, -0.04], [-0.02, 0.02, 0.00], [-0.03, -0.10, 0.04], [0.08, -0.05, 0.06], [0.04, 0.01, 0.03], [0.02, -0.08, 0.04], [0.04, -0.07, 0.04], [0.00, 0.00, -0.02], [-0.05, -0.04, 0.01], [-0.02, -0.05, -0.04], [-0.03, 0.08, 0.04], [0.03, -0.03, 0.11], [-0.24, 0.06, -0.12], [-0.05, 0.01, -0.02], [0.05, 0.04, 0.05], [0.08, 0.00, -0.04], [0.02, -0.01, -0.03], [0.09, 0.00, 0.03], [0.09, -0.01, 0.02], [0.00, -0.01, 0.00], [-0.09, -0.11, 0.07], [0.21, 0.16, -0.11], [-0.54, -0.37, -0.11], [-0.01, -0.18, -0.03], [-0.11, 0.06, 0.20], [-0.01, 0.00, 0.03], [0.07, 0.06, -0.01], [-0.01, 0.03, -0.06], [0.03, 0.05, 0.01], [0.04, 0.01, -0.05], [0.02, 0.00, -0.05], [0.00, -0.02, 0.00], [0.04, -0.02, -0.02], [0.07, -0.03, -0.01], [-0.03, 0.00, 0.00], [-0.09, -0.09, -0.03], [0.42, 0.09, 0.02], [0.05, 0.02, 0.01], [-0.06, 0.03, -0.03], [-0.06, -0.01, 0.05], [0.00, 0.00, -0.01], [-0.18, 0.00, 0.04], [-0.19, 0.02, 0.00], [0.01, -0.01, -0.02]]
}